The following is a DFT calculation (the ωB97M-V functional and the def2-TZVPD basis) of a single C5H9N molecule in a non-equilibrium geometry.

Last column: Mulliken charge in e.
Positions of all 15 atoms, in Å:
C (1.29549, -0.67928, -0.24228)  -1.537
C (-0.01146, 0.00311, 0.19278)  1.795
C (-0.03647, 1.45888, -0.29979)  -1.562
C (-1.22895, -0.77459, -0.34051)  -1.542
C (-0.06299, 0.00071, 1.66954)  -0.052
N (-0.10308, -0.00480, 2.82718)  -0.504
H (2.16649, -0.15799, 0.16721)  0.384
H (1.32818, -1.71808, 0.10130)  0.387
H (1.36822, -0.67362, -1.33543)  0.365
H (0.84711, 2.00369, 0.04846)  0.388
H (-0.93077, 1.98521, 0.04819)  0.371
H (-0.03811, 1.46450, -1.39558)  0.387
H (-1.06747, -1.85252, -0.24200)  0.390
H (-1.38335, -0.54288, -1.39971)  0.356
H (-2.14285, -0.51234, 0.20063)  0.375

The calculation puts the HOMO-LUMO gap at 12.239 eV. Its molar mass is 83.1 g mol⁻¹. Its HOMO energy is -11.5 eV. As for the SMILES: CC(C)(C)C#N. The value obtained for the largest force on an atom is 1.22 eV Å⁻¹.